DFT (ωB97M-V with the def2-TZVPD basis set) results for a molecular structure, C3H12EuInSi in a non-equilibrium geometry.

Charge: +1
⟨S²⟩: 15.7613
LUMO energy (spin up / spin down) (eV): -5.7 / -5.5
ΔE to the lowest compared entry with this formula, charge and spin (eV): 0.274
2S+1: 8
Frontier orbital gap (spin up / spin down) (eV): 5.1345 / 5.3452

Geometry (Å):
C  -0.4623  1.9961  0.6555
Si  -0.4368  0.2341  -0.0009
C  0.0188  0.3305  -1.8588
C  -2.0514  -0.6783  0.2663
In  1.4331  -1.0865  1.2007
H  -0.2217  2.0615  1.7085
H  0.2842  2.5684  0.1126
H  -1.4254  2.4570  0.4665
H  -0.4424  -0.4486  -2.4529
H  -0.2583  1.2943  -2.2723
H  1.1033  0.2780  -1.9368
H  -1.9573  -1.7273  0.0086
H  -2.3516  -0.6319  1.3077
H  -2.8609  -0.2693  -0.3303
H  2.0365  -2.4498  0.1028
H  2.8914  -0.0249  1.3085
H  1.0303  -1.8589  2.7106
Eu  3.6705  -2.0443  -0.9965

Listed below, in e, are the Löwdin charges computed for each atom: -0.226 0.366 -0.244 -0.240 0.192 0.022 0.027 0.035 0.022 0.026 -0.027 0.021 0.031 0.033 -0.271 -0.119 -0.120 1.474